Entry 1:
ORCA calculation (the ωB97M-V functional and the def2-TZVPD basis) on C5H6N2O as an isolated structure at a distorted geometry.

Each line ends with the Löwdin charge.
Geometry (Å):
C1 1.6001 0.6374 0.6243  -0.09
C2 0.9278 1.1566 -0.5746  -0.46
C3 -0.9197 -0.4977 -0.1428  -0.34
C4 -1.9206 -1.3386 -0.7263  0.11
C5 -0.2236 -0.9667 0.9326  -0.24
H1 1.5600 -0.5602 1.0222  0.09
H2 2.7974 0.8923 0.6230  0.12
H3 1.0016 1.4478 1.6013  0.22
H4 -1.0511 1.2165 -1.3981  0.16
H5 -2.4641 -1.0806 -1.5945  0.03
H6 -2.4641 -2.1016 -0.1047  0.08
N1 -0.5570 0.8046 -0.5629  0.09
N2 0.4251 -1.6632 1.6633  0.18
O1 1.2883 2.0534 -1.3627  0.04

Output
Kohn-Sham gap = 8.89 eV
net charge = 0
electronic energy = -378.7149 Eh
spin multiplicity = 1
relative energy (zero: lowest compared OMol25 entry of this formula, charge and spin) = 409.7 kJ/mol

Entry 2:
ORCA calculation (the ωB97M-V functional and the def2-TZVPD basis) on C10H20ClIrN7O6SSi as an isolated structure at a distorted geometry.

Each line ends with the Löwdin charge.
Geometry (Å):
Ir1 0.4539 0.8447 0.0747  1.04
N1 2.7117 0.8237 -1.3023  0.02
N2 3.2870 2.1042 -1.3912  0.04
C1 2.6059 3.1738 -0.9465  -0.36
N3 3.1051 4.3945 -1.0062  0.25
N4 1.4057 2.8789 -0.4280  0.01
N5 0.5630 3.7528 0.1227  -0.43
O1 -0.4130 3.2018 0.6224  -0.01
O2 0.7634 4.9355 0.0951  0.15
H1 3.3939 0.1435 -0.9684  0.12
H2 2.3610 0.4982 -2.2053  0.11
H3 4.1928 2.2245 -1.8342  0.18
H4 4.0325 4.5943 -1.3469  0.15
H5 2.5350 5.1652 -0.6579  0.13
C2 -3.2515 1.0042 0.9706  -0.16
Si1 -1.9837 0.3882 -0.3758  0.74
C3 -2.4370 0.9672 -2.1590  -0.16
C4 -2.6537 -1.5136 -0.2672  -0.31
C5 -3.2102 -2.0968 -1.3798  -0.10
C6 -3.4546 -3.4670 -1.3412  -0.05
C7 -3.2073 -4.1804 -0.1860  -0.06
C8 -2.6746 -3.5640 0.9291  -0.06
C9 -2.4203 -2.1979 0.9035  -0.14
H6 -4.2602 0.6711 0.7406  0.06
H7 -3.2267 2.0884 0.9292  0.02
H8 -3.0028 0.6891 1.9786  0.03
H9 -3.5100 0.8659 -2.3183  0.06
H10 -1.9083 0.4098 -2.9287  0.04
H11 -2.1946 2.0186 -2.2876  0.03
H12 -3.4213 -1.5531 -2.2854  0.10
H13 -3.8520 -3.9429 -2.2261  0.12
H14 -3.4691 -5.2292 -0.1394  0.12
H15 -2.4825 -4.1118 1.8393  0.11
H16 -2.0115 -1.7182 1.7782  0.10
O3 -0.2060 -3.1250 -1.1034  -0.18
Cl1 0.7295 -2.1201 -0.9036  0.66
O4 2.0659 -2.5095 -1.0197  -0.24
O5 0.5620 -1.5917 0.4670  -0.46
O6 0.4679 -0.9914 -1.7586  -0.39
N6 2.6631 -1.4119 2.2431  0.17
C10 2.7715 -0.2125 2.7700  -0.81
N7 3.6877 0.0674 3.6855  0.15
S1 1.7221 1.0832 2.3013  0.75
H17 3.2684 -2.1698 2.5302  0.15
H18 1.8998 -1.6188 1.5939  0.05
H19 4.2759 -0.6487 4.0909  0.15
H20 3.7256 0.9848 4.1003  0.12

Output
Kohn-Sham gap (alpha / beta) = 4.01 / 4.50 eV
net charge = +2
electronic energy = -2478.9491 Eh
spin multiplicity = 2
relative energy (zero: lowest compared OMol25 entry of this formula, charge and spin) = 270.8 kJ/mol

Entry 3:
ORCA calculation (the ωB97M-V functional and the def2-TZVPD basis) on C25H32DyGeN4O2S2 as an isolated structure at a distorted geometry.

Each line ends with the Löwdin charge.
Geometry (Å):
Dy1 -2.0763 0.0718 -1.4113  1.10
C1 -6.1001 -0.5339 -1.9870  -0.07
N1 -5.3503 -0.5546 -3.2270  -0.03
C2 -4.1528 -1.1798 -3.4210  -0.86
S1 -3.3306 -2.1008 -2.2987  0.66
N2 -3.6033 -1.0439 -4.6595  -0.06
C3 -4.1607 -0.3904 -5.8213  -0.05
H1 -7.0738 -0.0776 -2.1820  0.10
H2 -5.5557 0.0621 -1.2497  0.07
H3 -6.2418 -1.5514 -1.6139  0.10
H4 -5.6243 0.1259 -3.9184  0.13
H5 -2.7254 -1.5385 -4.7759  0.13
H6 -5.1485 -0.8068 -6.0349  0.10
H7 -3.4936 -0.5583 -6.6699  0.11
H8 -4.2461 0.6813 -5.6237  0.09
O1 -1.6937 -1.1317 2.6170  0.08
C4 -1.5058 -0.9727 1.4216  -0.64
O2 -2.0763 0.0718 0.7900  -0.29
C5 -0.6604 -1.9476 0.6528  -0.20
C6 0.5570 -1.2801 0.0054  -0.32
Ge1 1.8272 -0.5925 1.3327  1.00
C7 0.9971 0.9534 2.1693  -0.25
C8 0.6170 2.0100 1.3266  -0.10
C9 0.0153 3.1575 1.8504  -0.11
C10 -0.2120 3.2615 3.2235  -0.07
C11 0.1635 2.2178 4.0714  -0.06
C12 0.7658 1.0685 3.5487  -0.07
C13 2.4637 -2.1573 2.2939  -0.26
C14 2.3290 -2.3349 3.6795  -0.09
C15 2.8162 -3.4930 4.2950  -0.08
C16 3.4412 -4.4830 3.5342  -0.08
C17 3.5793 -4.3163 2.1555  -0.08
C18 3.0929 -3.1602 1.5391  -0.10
C19 3.3890 0.1224 0.4635  -0.28
C20 4.4271 0.6520 1.2406  -0.09
C21 5.5684 1.1744 0.6244  -0.08
C22 5.6753 1.1691 -0.7696  -0.08
C23 4.6406 0.6414 -1.5480  -0.09
C24 3.4983 0.1183 -0.9337  -0.10
H9 -1.2915 -2.3935 -0.1451  0.08
H10 -0.3141 -2.7687 1.3184  0.14
H11 0.2366 -0.4586 -0.6697  -0.10
H12 1.0899 -2.0413 -0.6019  0.09
H13 0.7873 1.9448 0.2594  0.09
H14 -0.2741 3.9657 1.1914  0.07
H15 -0.6775 4.1498 3.6304  0.10
H16 -0.0118 2.2991 5.1365  0.11
H17 1.0388 0.2942 4.2327  0.08
H18 1.8551 -1.6037 4.2982  0.07
H19 2.7083 -3.6230 5.3642  0.10
H20 3.8174 -5.3780 4.0126  0.10
H21 4.0634 -5.0824 1.5637  0.10
H22 3.2092 -3.0458 0.4688  0.10
H23 4.3514 0.6593 2.3207  0.10
H24 6.3694 1.5829 1.2268  0.10
H25 6.5589 1.5736 -1.2462  0.10
H26 4.7239 0.6376 -2.6271  0.10
H27 2.7055 -0.2866 -1.5475  0.08
N3 -2.4713 3.7796 -0.3347  0.15
C25 -2.2505 3.2455 -1.5525  -0.95
N4 -1.0732 3.5943 -2.1087  0.14
S2 -3.3306 2.2443 -2.2987  0.62
H28 -1.6874 4.0732 0.2305  0.08
H29 -3.2881 3.4525 0.1681  0.12
H30 -0.6193 4.4488 -1.8187  0.13
H31 -0.9186 3.3089 -3.0687  0.11
H32 -0.1425 0.0718 -2.0953  -0.09

Output
Kohn-Sham gap (alpha / beta) = 7.06 / 7.20 eV
net charge = +1
electronic energy = -5099.5288 Eh
spin multiplicity = 6
relative energy (zero: lowest compared OMol25 entry of this formula, charge and spin) = 0.0 kJ/mol

Entry 4:
ORCA calculation (the ωB97M-V functional and the def2-TZVPD basis) on C2H4OS in the gas phase at a distorted geometry.

Each line ends with the Löwdin charge.
Geometry (Å):
C1 0.2478 -0.9071 0.4612  -0.12
O1 0.6385 0.1377 -0.3543  -0.21
C2 -0.3401 1.0437 -0.6953  -0.75
S1 -0.1757 2.4875 -1.3899  0.68
H1 -0.5027 -1.5611 0.1612  0.07
H2 0.3252 -0.3537 1.5708  0.17
H3 1.0993 -1.5158 0.4149  0.06
H4 -1.2923 0.6689 -0.1685  0.09

Output
Kohn-Sham gap = 9.28 eV
net charge = 0
SMILES = COC=S
electronic energy = -551.9590 Eh
spin multiplicity = 1
relative energy (zero: lowest compared OMol25 entry of this formula, charge and spin) = 183.1 kJ/mol

Entry 5:
ORCA calculation (the ωB97M-V functional and the def2-TZVPD basis) on C3H6N2 in the gas phase at a distorted geometry.

Each line ends with the Löwdin charge.
Geometry (Å):
H1 3.2160 -0.2487 0.0372  0.13
N1 2.2638 0.1021 -0.4600  0.09
C1 1.2067 0.0012 0.1333  -0.33
N2 -0.0360 0.0667 -0.6698  -0.17
C2 -1.2492 -0.6935 -0.2453  -0.08
C3 -0.9377 0.9408 -0.0247  -0.15
H2 1.0498 -0.5132 1.1230  0.13
H3 -1.9979 -1.0142 -0.9892  0.08
H4 -1.2316 -1.2863 0.6792  0.08
H5 -0.8358 0.8911 1.1103  0.10
H6 -1.4481 1.7540 -0.6939  0.13

Output
Kohn-Sham gap = 10.51 eV
net charge = 0
SMILES = [H]/N=C/N1CC1
electronic energy = -227.2921 Eh
spin multiplicity = 1
relative energy (zero: lowest compared OMol25 entry of this formula, charge and spin) = 348.4 kJ/mol